(1)
11
Properties=species:S:1:pos:R:3 method="wB97M-V/def2-TZVPD" orbital_gap_ev=8.46 e_homo_ev=-9.531 total_energy_ev=-9236.51751
O 2.4403 -1.2163 0.0048
C 1.2721 -0.9200 -0.0107
C 0.8973 0.5711 0.0503
C -0.4045 0.5695 0.0116
N -1.4364 -0.1052 -0.0500
C -1.0101 -1.4422 -0.0942
N 0.2107 -1.8378 -0.0781
H 1.6470 1.3390 0.1151
H -1.8217 -2.1581 -0.1473
H -0.8853 2.6125 -0.2722
H -0.9094 2.5874 0.4705

(2)
11
Properties=species:S:1:pos:R:3 method="wB97M-V/def2-TZVPD" orbital_gap_ev=8.97 e_homo_ev=-9.165 total_energy_ev=-9239.13543
N -1.7526 -0.5119 1.8826
C -0.9912 0.0058 1.1459
C -0.1330 0.4867 0.1012
C 0.0682 1.8816 0.0213
O 0.5774 2.4993 -0.9019
C 0.5656 -0.5019 -0.6764
N 0.4310 -1.7741 -0.3281
H -0.5254 2.5279 0.7982
H 1.0938 -0.1654 -1.4765
H -0.1929 -1.9951 0.4379
H 0.8591 -2.4530 -1.0043

(3)
11
Properties=species:S:1:pos:R:3 method="wB97M-V/def2-TZVPD" orbital_gap_ev=7.99 e_homo_ev=-8.180 total_energy_ev=-9235.91753
O -2.5786 -0.9146 0.1045
C -1.4585 -0.6412 0.0795
C -0.1705 -0.2880 0.0507
C 0.2974 1.1003 0.0106
N 1.6798 0.9355 0.0014
C 1.9862 -0.3433 0.0319
N 0.9225 -1.1670 0.0643
H -2.6312 2.1310 -0.2716
H -1.8832 2.1170 -0.2040
H 2.9950 -0.7461 0.0322
H 0.9286 -2.1742 0.0861

(4)
11
Properties=species:S:1:pos:R:3 method="wB97M-V/def2-TZVPD" orbital_gap_ev=9.13 e_homo_ev=-9.464 total_energy_ev=-9237.21226
H -1.0163 2.3693 -0.0846
N -1.3889 1.5223 0.0319
C -0.3399 0.7423 -0.0857
N 1.0488 1.1224 -0.0321
C 1.6410 -0.0281 0.1466
O 1.0031 -1.1976 -0.1264
C -0.3405 -0.6958 0.0218
C -1.4785 -1.4112 0.0844
H 2.7162 0.1337 0.1739
H -2.3401 -0.5149 -0.0561
H -1.8968 -2.5628 -0.0240

(5)
11
Properties=species:S:1:pos:R:3 method="wB97M-V/def2-TZVPD" orbital_gap_ev=7.63 e_homo_ev=-9.316 total_energy_ev=-9236.12909
N 2.4950 -1.9586 1.2579
C 1.7273 -1.1950 0.5998
C 0.5324 -0.5787 0.1682
N -0.7381 -0.8265 0.8288
C 0.3814 0.6013 -0.7842
C -0.8980 1.1667 -1.1484
O -1.8952 1.2233 -0.4034
H -0.4978 -1.2125 1.9562
H -1.5158 0.0831 1.0014
H 1.1947 0.8269 -1.4963
H -0.7858 1.8700 -1.9800

(6)
11
Properties=species:S:1:pos:R:3 method="wB97M-V/def2-TZVPD" orbital_gap_ev="7.25 / 7.25" e_homo_ev="-9.490 / -9.490" total_energy_ev=-9234.62919
C 2.1188 -0.3468 0.2773
C -0.1744 -0.4665 0.0978
C -1.5495 0.7644 -0.0434
C 0.8575 0.1356 0.6385
N 3.1741 -0.5603 -0.1284
N -0.4576 -1.4785 -0.4826
O -0.7029 1.6007 -0.3680
H -2.2741 0.1965 -0.8653
H -2.0288 0.8802 0.9094
H 0.9259 1.0678 1.2194
H 0.1111 -1.7931 -1.2546

(7)
11
Properties=species:S:1:pos:R:3 method="wB97M-V/def2-TZVPD" orbital_gap_ev=9.88 e_homo_ev=-9.397 total_energy_ev=-9238.36212
H -2.0297 1.3065 -0.1914
N -1.1831 0.7402 -0.2259
C -0.1616 1.4784 -0.0125
C 1.2159 1.0129 0.0090
C 1.5971 -0.2377 -0.2429
O 1.9897 -1.3020 -0.4682
H -0.2424 2.5560 0.1731
H 2.0213 1.7047 0.2296
C -1.2130 -2.2379 0.2807
N -0.3909 -2.9844 0.5971
H -1.9061 -1.4735 -0.0198

(8)
11
Properties=species:S:1:pos:R:3 method="wB97M-V/def2-TZVPD" orbital_gap_ev="7.32 / 6.80" multiplicity=3 e_homo_ev="-6.425 / -9.987" total_energy_ev=-9233.27573
C 0.3327 1.2567 -0.7523
C 0.7603 -0.8769 0.3344
C 0.2538 0.5540 0.5284
C -1.1430 0.3161 0.0028
N -0.7637 0.8667 -1.2403
N -0.3673 -1.5370 0.0954
O 1.8985 -1.2235 0.2010
H 1.2371 1.9483 -1.0553
H 0.3706 0.9640 1.4997
H -2.1335 0.2552 0.4450
H -0.4454 -2.5235 -0.0588